1.
Density functional theory data (the ωB97M-V functional and the def2-TZVPD basis) for C24H28N2O4 in the gas phase in a non-equilibrium geometry.

The calculation puts the largest force on an atom at 18.7 eV Å⁻¹. As for the SMILES: COc1cc2[nH]c(C(=O)N3CCC(Cc4ccccc4)CC3)cc2c(OC)c1OC. The calculation puts the lowest unoccupied orbital energy at 0.57 eV. For the gap between HOMO and LUMO, the calculation gives 7.600 eV. The charge is 0. The value obtained for the highest occupied orbital energy is -7.03 eV.

Last columns: bonded neighbours and bond lengths (Å).
Cartesian coordinates (Å):
1 O 2.08875 1.72490 -1.03062  C26 1.325
2 O -0.39796 1.42825 6.68500  C11 1.370, C15 1.360
3 O 1.89207 2.77861 6.17915  C12 1.422, C14 1.396
4 O -1.38304 0.29967 4.05552  C24 1.249, C29 1.539
5 N 2.02351 1.73351 1.59348  C18 1.254, C28 1.332, H49 1.032
6 N 0.74979 -0.38894 -1.26561  C7 1.546, C16 1.241, C26 1.470
7 C 1.08938 -0.14468 -2.75347  N6 1.546, C10 1.669, H37 1.236, H52 0.974
8 C -0.66063 -1.84928 -3.31157  C10 1.354, C21 1.624, C23 1.665, H48 1.126
9 C -2.88794 -2.70424 -6.95043  C22 1.667, C27 1.362, H55 0.963
10 C -0.34499 -0.54702 -3.50616  C7 1.669, C8 1.354, H44 1.093, H50 1.107
11 C 0.04729 1.51793 5.39211  O2 1.370, C14 1.510, C24 1.424
12 C 3.10162 3.52263 6.25476  O3 1.422, H45 1.228, H46 1.104, H57 1.036
13 C 2.16224 2.32917 3.90597  C14 1.397, C18 1.327, H40 1.108
14 C 1.37209 2.15271 5.04449  O3 1.396, C11 1.510, C13 1.397
15 C -0.72236 2.72474 6.93923  O2 1.360, H34 0.912, H35 1.254, H41 1.119
16 C -0.13112 -1.21138 -0.96926  N6 1.241, C21 1.526, H33 1.139, H54 1.058
17 C -0.94964 -2.40203 -5.71903  C23 1.767, C27 1.357, C30 1.347
18 C 1.77706 1.66878 2.82156  N5 1.254, C13 1.327, C20 1.595
19 C -0.93284 -1.48946 -7.80060  C22 1.333, C30 1.496, H38 1.057
20 C 0.37617 0.93702 3.03882  C18 1.595, C24 1.300, C25 1.448
21 C -0.21974 -2.44306 -1.86521  C8 1.624, C16 1.526, H51 0.864, H56 1.187
22 C -2.10526 -1.96217 -8.22213  C9 1.667, C19 1.333, H39 1.057
23 C -0.04643 -3.01563 -4.32932  C8 1.665, C17 1.767, H32 0.995, H47 1.103
24 C -0.30678 0.92706 4.14548  O4 1.249, C11 1.424, C20 1.300
25 C 0.10131 0.39022 1.72675  C20 1.448, C28 1.518, H36 1.140
26 C 1.26025 0.80042 -0.56831  O1 1.325, N6 1.470, C28 1.462
27 C -2.15227 -3.01654 -5.84701  C9 1.362, C17 1.357, H43 0.850
28 C 1.10735 1.11456 0.85111  N5 1.332, C25 1.518, C26 1.462
29 C -2.23800 0.05161 5.31110  O4 1.539, H31 1.134, H42 1.131, H53 1.157
30 C -0.09763 -1.87793 -6.62141  C17 1.347, C19 1.496, H58 1.156
31 H -2.83080 0.94073 5.69026  C29 1.134
32 H 0.88861 -2.67501 -4.31477  C23 0.995
33 H 0.39950 -1.42546 0.01550  C16 1.139
34 H -0.25694 3.48707 7.12574  C15 0.912
35 H -1.43294 2.66464 7.97108  C15 1.254
36 H -0.97451 0.06481 1.53349  C25 1.140
37 H 1.42507 1.00522 -3.05747  C7 1.236
38 H -0.23601 -1.23965 -8.55486  C19 1.057
39 H -2.53331 -1.93763 -9.18869  C22 1.057
40 H 3.04374 2.96848 3.70378  C13 1.108
41 H -1.60315 3.02734 6.31801  C15 1.119
42 H -1.70636 -0.61458 6.05517  C29 1.131
43 H -2.54829 -3.48457 -5.25891  C27 0.850
44 H -1.02022 0.25562 -3.19998  C10 1.093
45 H 4.04452 2.76559 6.04195  C12 1.228
46 H 3.12352 3.90836 7.28865  C12 1.104
47 H -0.34392 -4.02760 -4.00546  C23 1.103
48 H -1.76301 -2.06519 -3.23247  C8 1.126
49 H 2.77817 2.16817 1.03967  N5 1.032
50 H -0.34083 -0.37533 -4.59946  C10 1.107
51 H -0.70021 -3.01589 -1.43294  C21 0.864
52 H 1.77455 -0.74165 -3.10292  C7 0.974
53 H -2.95162 -0.82633 5.06689  C29 1.157
54 H -1.15846 -0.96397 -0.92693  C16 1.058
55 H -3.70826 -3.02817 -7.33704  C9 0.963
56 H 0.91861 -2.75586 -1.99311  C21 1.187
57 H 3.13323 4.41351 5.72605  C12 1.036
58 H 1.00706 -1.54206 -6.55560  C30 1.156

2.
Density functional theory data (the ωB97M-V functional and the def2-TZVPD basis) for C24H28N2O5 in the gas phase.

The calculation puts the largest force on an atom at 0.8 eV Å⁻¹. As for the SMILES: COCCCN1C(=O)C(=O)/C(=C(/O)c2ccc(OCC(C)C)cc2)[C@@H]1c1ccncc1. The calculation puts the lowest unoccupied orbital energy at -0.37 eV. For the gap between HOMO and LUMO, the calculation gives 8.270 eV. The charge is 0. The value obtained for the highest occupied orbital energy is -8.64 eV.

Last columns: bonded neighbours and bond lengths (Å).
Cartesian coordinates (Å):
1 O -0.59833 1.93295 -1.49863  C30 1.352, H52 0.968
2 O 5.26194 1.04439 0.66496  C19 1.350, C22 1.415
3 O -0.12097 -0.51134 2.11653  C29 1.212
4 O -2.88346 -1.38821 2.72328  C23 1.211
5 O -5.04151 -3.50424 -1.51008  C24 1.407, C27 1.407
6 N -3.99865 4.65769 0.12593  C14 1.321, C16 1.322
7 N -3.32714 -0.24538 0.80000  C15 1.445, C17 1.445, C23 1.353
8 C 7.04386 -2.22825 0.05578  C11 1.525, H43 1.088, H47 1.088, H58 1.087
9 C -3.14435 2.02150 -0.08213  C13 1.390, C17 1.513, C31 1.388
10 C 1.96963 2.22907 -0.17328  C26 1.399, C28 1.375, H38 1.082
11 C 6.37837 -0.90954 -0.32513  C8 1.525, C12 1.526, C22 1.536, H54 1.096
12 C 7.29577 -0.06494 -1.20524  C11 1.526, H41 1.087, H51 1.087, H57 1.088
13 C -3.09256 2.69562 1.13260  C9 1.390, C16 1.385, H45 1.080
14 C -4.04815 4.01490 -1.02667  N6 1.321, C31 1.387, H36 1.082
15 C -4.75176 -0.48435 0.77500  N7 1.445, C18 1.530, H35 1.095, H46 1.092
16 C -3.53236 4.00835 1.17912  N6 1.322, C13 1.385, H55 1.082
17 C -2.66564 0.58883 -0.17645  N7 1.445, C9 1.513, C21 1.512, H44 1.098
18 C -5.07851 -1.92714 0.38515  C15 1.530, C24 1.533, H37 1.091, H56 1.091
19 C 3.94219 0.96409 0.39320  O2 1.350, C25 1.395, C28 1.400
20 C 1.82414 -0.14752 0.12099  C25 1.380, C26 1.392, H49 1.077
21 C -1.20684 0.47789 0.20413  C17 1.512, C29 1.454, C30 1.357
22 C 6.00405 -0.12788 0.94281  O2 1.415, C11 1.536, H33 1.094, H39 1.096
23 C -2.52414 -0.71861 1.78022  O4 1.211, N7 1.353, C29 1.529
24 C -4.56791 -2.27426 -1.01760  O5 1.407, C18 1.533, H32 1.102, H40 1.095
25 C 3.17711 -0.20225 0.38545  C19 1.395, C20 1.380, H42 1.078
26 C 1.19667 1.06368 -0.15547  C10 1.399, C20 1.392, C30 1.463
27 C -4.51141 -4.63665 -0.86433  O5 1.407, H34 1.097, H48 1.088, H53 1.095
28 C 3.31475 2.18186 0.10592  C10 1.375, C19 1.400, H50 1.078
29 C -1.10047 -0.27282 1.44446  O3 1.212, C21 1.454, C23 1.529
30 C -0.23046 1.13968 -0.46698  O1 1.352, C21 1.357, C26 1.463
31 C -3.63852 2.69978 -1.18721  C9 1.388, C14 1.387, H59 1.079
32 H -3.46603 -2.26940 -1.02278  C24 1.102
33 H 6.91404 0.23404 1.42986  C22 1.094
34 H -3.41537 -4.60173 -0.84235  C27 1.097
35 H -5.14734 -0.29618 1.77852  C15 1.095
36 H -4.43721 4.58231 -1.86200  C14 1.082
37 H -6.16048 -2.06617 0.41064  C18 1.091
38 H 1.50319 3.18750 -0.36101  C10 1.082
39 H 5.46482 -0.76708 1.65128  C22 1.096
40 H -4.93026 -1.53173 -1.73579  C24 1.095
41 H 7.49095 -0.57022 -2.14797  C12 1.087
42 H 3.62221 -1.16157 0.59259  C25 1.078
43 H 6.37472 -2.84460 0.65212  C8 1.088
44 H -2.84215 0.21531 -1.19424  C17 1.098
45 H -2.71555 2.20538 2.01790  C13 1.080
46 H -5.20494 0.22141 0.07497  C15 1.092
47 H 7.94695 -2.04398 0.63338  C8 1.088
48 H -4.83417 -5.49753 -1.44694  C27 1.088
49 H 1.25111 -1.05973 0.11019  C20 1.077
50 H 3.91161 3.07996 0.11902  C28 1.078
51 H 6.83450 0.89710 -1.41526  C12 1.087
52 H 0.18312 2.34148 -1.89688  O1 0.968
53 H -4.88293 -4.73726 0.16038  C27 1.095
54 H 5.46098 -1.12109 -0.88539  C11 1.096
55 H -3.50909 4.57102 2.10291  C16 1.082
56 H -4.62557 -2.58901 1.12409  C18 1.091
57 H 8.24510 0.11013 -0.70367  C12 1.088
58 H 7.31552 -2.78356 -0.83831  C8 1.087
59 H -3.69304 2.21832 -2.15156  C31 1.079

3.
Density functional theory data (the ωB97M-V functional and the def2-TZVPD basis) for C24H28N2O7S in the gas phase in a non-equilibrium geometry.

The calculation puts the largest force on an atom at 1.1 eV Å⁻¹. As for the SMILES: COc1ccc(S(=O)(=O)N[C@H](CC(=O)NCCc2ccc(OC)c(OC)c2)c2ccco2)cc1. The calculation puts the lowest unoccupied orbital energy at 0.56 eV. For the gap between HOMO and LUMO, the calculation gives 8.294 eV. The charge is 0. The value obtained for the highest occupied orbital energy is -7.73 eV.

Last columns: bonded neighbours and bond lengths (Å).
Cartesian coordinates (Å):
1 S 0.00016 0.04936 0.16985  O3 1.432, O8 1.444, N9 1.669, C26 1.779
2 O 1.17663 -1.68272 4.22052  C13 1.345, C31 1.354
3 O -0.96260 1.07764 -0.08750  S1 1.432
4 O 5.38544 2.44104 0.06370  C23 1.354, C30 1.409
5 O 0.23281 -0.05617 -3.73593  C25 1.407, C34 1.364
6 O -3.16981 -2.50763 2.21123  C19 1.218
7 O -0.11056 2.47539 -3.36708  C17 1.405, C29 1.368
8 O 0.04127 -1.08388 -0.72364  S1 1.444
9 N -0.27896 -0.47358 1.73023  S1 1.669, C12 1.458, H35 1.009
10 N -2.63766 -1.78545 0.14058  C19 1.343, C20 1.447, H59 1.013
11 C -1.96600 -0.58634 -2.82072  C28 1.392, C34 1.383, H43 1.079
12 C 0.02308 -1.85707 2.07534  N9 1.458, C27 1.545, C31 1.496, H55 1.096
13 C 0.92282 -1.80414 5.53586  O2 1.345, C15 1.359, H54 1.072
14 C 2.16304 1.20256 -0.98235  C26 1.387, C32 1.378, H57 1.079
15 C -0.37277 -2.15766 5.74491  C13 1.359, C16 1.417, H42 1.070
16 C -0.96228 -2.26005 4.46056  C15 1.417, C31 1.363, H37 1.071
17 C -0.16953 3.83056 -3.00173  O7 1.405, H58 1.096, H60 1.095, H62 1.089
18 C -3.35618 1.23363 -2.13724  C28 1.382, C33 1.385, H38 1.080
19 C -2.35641 -2.37224 1.31519  O6 1.218, N10 1.343, C27 1.528
20 C -3.92215 -1.18287 -0.14466  N10 1.447, C21 1.533, H39 1.097, H51 1.094
21 C -4.14092 -1.09464 -1.65948  C20 1.533, C28 1.505, H36 1.091, H40 1.091
22 C 3.61093 1.42364 1.38499  C23 1.394, C24 1.386, H44 1.078
23 C 4.16018 1.87869 0.18760  O4 1.354, C22 1.394, C32 1.400
24 C 2.34255 0.86480 1.39450  C22 1.386, C26 1.378, H45 1.078
25 C 0.54337 -1.42582 -3.82622  O5 1.407, H41 1.094, H46 1.089, H53 1.095
26 C 1.63187 0.75667 0.21846  S1 1.779, C14 1.387, C24 1.378
27 C -0.92092 -2.88602 1.41331  C12 1.545, C19 1.528, H48 1.090, H56 1.089
28 C -3.15076 -0.12819 -2.25108  C11 1.392, C18 1.382, C21 1.505
29 C -1.17225 1.68052 -3.02979  O7 1.368, C33 1.382, C34 1.409
30 C 6.18884 2.58781 1.21244  O4 1.409, H49 1.094, H50 1.094, H52 1.089
31 C 0.02523 -1.96692 3.56759  O2 1.354, C12 1.496, C16 1.363
32 C 3.42152 1.76323 -0.99629  C14 1.378, C23 1.400, H61 1.078
33 C -2.37827 2.13325 -2.52940  C18 1.385, C29 1.382, H47 1.078
34 C -0.97378 0.29689 -3.20605  O5 1.364, C11 1.383, C29 1.409
35 H -1.17918 -0.16044 2.06143  N9 1.009
36 H -5.16066 -0.75099 -1.84077  C21 1.091
37 H -1.97485 -2.51598 4.22337  C16 1.071
38 H -4.27713 1.60621 -1.71383  C18 1.080
39 H -3.96705 -0.17398 0.28431  C20 1.097
40 H -4.02455 -2.08659 -2.09871  C21 1.091
41 H 0.51883 -1.89518 -2.83887  C25 1.094
42 H -0.85208 -2.32537 6.68720  C15 1.070
43 H -1.81315 -1.64889 -2.92928  C11 1.079
44 H 4.15605 1.49863 2.31209  C22 1.078
45 H 1.90776 0.51280 2.31635  C24 1.078
46 H 1.55465 -1.47024 -4.22849  C25 1.089
47 H -2.55733 3.18853 -2.40273  C33 1.078
48 H -0.91809 -3.79785 2.01119  C27 1.090
49 H 6.42122 1.61944 1.66587  C30 1.094
50 H 5.71252 3.23498 1.95519  C30 1.094
51 H -4.68767 -1.79870 0.33603  C20 1.094
52 H 7.11030 3.05378 0.86742  C30 1.089
53 H -0.13787 -1.94843 -4.50659  C25 1.095
54 H 1.73594 -1.62032 6.20990  C13 1.072
55 H 1.04362 -2.02628 1.71282  C12 1.096
56 H -0.55344 -3.10317 0.41177  C27 1.089
57 H 1.58624 1.10759 -1.88902  C14 1.079
58 H -0.93491 4.37069 -3.57007  C17 1.096
59 H -1.88632 -1.56388 -0.50118  N10 1.013
60 H -0.36301 3.94371 -1.92997  C17 1.095
61 H 3.86259 2.12167 -1.91222  C32 1.078
62 H 0.80965 4.24396 -3.24090  C17 1.089

Which value of charge does entry 3 give?
0

Which value of highest occupied orbital energy does entry 3 give?
-7.73 eV